Record 1
C5H13IN | wB97M-V/def2-TZVPD

**Energy above the lowest of the compared OMol25 structures with the same formula, charge and spin**: 324.5 kJ/mol
**Highest occupied orbital energy (spin up / spin down)**: -7.9 / -13.3 eV
**Gap between HOMO and LUMO (spin up / spin down)**: 0.1207 / 0.1269 Ha
**LUMO level (spin up / spin down)**: -4.6 / -9.8 eV
**Largest force on an atom**: 6.874 eV/Å

ORCA input file:
```
! RIJCOSX wB97M-V def2-TZVPD def2/J DEFGRID3
* xyz 1 3
I -3.6177 -0.0273 -0.0327
N 0.4104 0.4919 -0.0031
C 0.3217 1.3275 1.1679
C 0.3234 1.2937 -1.2198
C 0.8385 -1.4433 -1.2470
C 0.5706 -0.7591 0.0288
C 0.3838 -1.4209 1.3058
H 1.5368 -0.9765 -1.9012
H 1.3526 1.5275 -1.6785
H -0.0095 -1.7544 -1.9809
H 1.0992 -2.4003 -0.9063
H 0.3940 0.7606 2.0615
H 1.0289 2.1548 1.2788
H -0.1246 2.1566 -0.7789
H -4.3147 1.3624 0.0742
H -0.6951 -1.3317 1.4915
H 0.9326 -1.2554 2.2742
H -0.6706 1.8787 0.9952
H -0.1948 0.9262 -2.1141
H 0.4344 -2.5110 1.1845
*
```

Atom charges from the natural (NBO) analysis, given in e for atoms 1 to 8:
1 I 0.66
2 N -0.32
3 C -0.41
4 C -0.43
5 C -0.67
6 C 0.19
7 C -0.68
8 H 0.23


Record 2
C5H13N | wB97M-V/def2-TZVPD

**Energy above the lowest of the compared OMol25 structures with the same formula, charge and spin**: 358.8 kJ/mol
**Highest occupied orbital energy (spin up / spin down)**: -1.0 / -1.8 eV
**Gap between HOMO and LUMO (spin up / spin down)**: 0.1852 / 0.2143 Ha
**LUMO level (spin up / spin down)**: 4.1 / 4.0 eV
**Largest force on an atom**: 4.320 eV/Å

ORCA input file:
```
! RIJCOSX wB97M-V def2-TZVPD def2/J DEFGRID3
* xyz -1 2
N -1.5144 0.6730 0.2249
C -0.4490 -0.1401 -0.4444
C -2.7018 -0.1162 -0.0632
C 1.6005 0.7890 0.6395
C 1.9521 -0.5626 1.3158
C 0.8517 0.5063 -0.7890
H -3.5760 0.2477 0.5019
H 1.4975 -0.1574 -1.4000
H 0.6377 1.4130 -1.3460
H -0.8437 -0.2739 -2.3016
H 0.9872 -1.0883 1.4735
H -2.9406 0.1071 -1.1518
H 0.9528 1.3535 1.2976
H 2.6607 -1.0934 0.6653
H -1.1070 -0.1843 -1.3414
H 2.3999 -0.5192 2.3056
H -2.6598 -1.2159 -0.0851
H 2.5363 1.3756 0.4722
H -0.2840 -1.1137 0.0263
*
```

Atom charges from the natural (NBO) analysis, given in e for atoms 1 to 8:
1 N -0.69
2 C -0.25
3 C -0.45
4 C -0.39
5 C -0.62
6 C -0.42
7 H 0.17
8 H 0.19